Here is a single C6H4O molecule from the OMol25 dataset. Energies are from ωB97M-V/def2-TZVPD.

As for the SMILES: C#Cc1ccco1. For the LUMO energy, the calculation gives 0.3337 eV. The HOMO energy comes out at -8.7649 eV. As for the orbital gap: 9.099 eV. For the largest force on an atom, the calculation gives 1.57 eV/Å.

Cartesian coordinates (Å):
C: -2.24 2.10 -0.07
H: -0.90 -1.32 -1.15
C: -0.19 -0.86 -0.48
H: -2.53 2.09 -1.12
O: 0.76 0.65 0.89
C: -0.33 0.34 0.16
H: 1.56 -2.27 -0.35
C: -1.34 1.30 0.10
H: 2.51 -0.30 1.33
C: 1.09 -1.34 -0.07
C: 1.60 -0.39 0.76

Partial charges, natural (NBO), in e: number 1, C, carries -0.30; number 2, H, carries 0.24; number 3, C, carries -0.26; number 4, H, carries 0.26; number 5, O, carries -0.38; number 6, C, carries 0.20; number 7, H, carries 0.24; number 8, C, carries 0.00; number 9, H, carries 0.21; number 10, C, carries -0.32; number 11, C, carries 0.11


Here is a single C32H28N4O6 molecule from the OMol25 dataset. Energies are from ωB97M-V/def2-TZVPD.

As for the SMILES: COc1cccc([C@@H]2c3[nH]c4ccccc4c3C[C@H]3C(=O)N(c4ccccc4C(=O)N4CCC[C@H]4C(=O)O)C(=O)N23)c1. For the LUMO energy, the calculation gives 0.5032 eV. The HOMO energy comes out at -7.9914 eV. As for the orbital gap: 8.495 eV. For the largest force on an atom, the calculation gives 0.74 eV/Å.

Cartesian coordinates (Å):
C: 0.72 5.03 -2.09
C: 1.53 -0.08 1.15
C: -2.45 2.63 -0.79
H: -4.28 1.79 -1.48
C: -0.03 -2.70 -1.00
N: 0.69 -0.98 0.37
N: 4.00 0.44 1.12
C: -3.14 -0.51 -0.67
H: 1.36 -0.32 2.21
C: 7.44 -0.47 0.14
C: -4.17 1.89 1.83
H: -0.36 5.01 -1.92
C: 5.16 -0.12 0.64
H: 2.85 -2.97 -1.33
H: -5.53 -1.70 -0.20
C: -4.93 -3.72 0.18
H: 8.48 -0.15 0.18
H: 7.91 -2.24 -0.95
H: -3.19 2.25 2.13
C: 7.12 -1.66 -0.51
C: -4.09 0.43 1.41
C: 1.02 3.30 -0.50
O: -0.10 -3.61 -1.78
H: 5.58 -3.03 -1.10
O: 1.31 3.80 -1.73
H: -0.36 3.94 2.51
H: 1.29 -1.14 -1.63
H: 0.28 1.59 2.88
C: 4.81 -1.33 -0.02
C: -4.70 -2.38 -0.07
H: -1.87 1.06 -1.76
O: -1.56 1.99 -1.51
O: -2.55 -0.36 -1.75
H: -5.08 -0.04 1.45
C: 3.40 -1.46 0.09
C: 1.41 1.98 -0.28
O: -1.24 -0.75 1.59
H: -4.38 3.65 0.54
C: 5.82 -2.10 -0.60
H: 2.29 -3.28 0.32
H: -5.67 2.44 0.36
H: -3.38 -0.15 2.00
C: -0.58 -1.25 0.71
H: -4.05 -5.65 0.48
C: 0.14 3.39 1.73
H: 3.93 1.33 1.59
H: 0.09 5.03 0.38
C: -3.77 1.86 -0.51
C: 1.15 1.37 0.93
C: 1.14 -1.77 -0.74
C: 6.47 0.32 0.72
H: 6.72 1.24 1.22
H: 1.90 1.45 -1.08
C: 2.46 -2.49 -0.43
C: 0.40 4.01 0.52
N: -3.62 0.51 0.03
H: -1.73 -4.81 0.28
C: -3.40 -1.90 -0.18
H: 1.16 5.87 -1.54
C: 0.50 2.07 1.94
N: -1.02 -2.29 -0.13
H: 0.91 5.15 -3.16
C: -2.56 -4.14 0.19
C: -4.61 2.59 0.54
O: -2.31 3.77 -0.44
C: -3.86 -4.60 0.30
C: -2.33 -2.79 -0.05
H: -4.87 2.05 2.65
H: -5.94 -4.08 0.27
C: 2.95 -0.37 0.79

Partial charges, natural (NBO), in e: number 1, C, carries -0.26; number 2, C, carries -0.09; number 3, C, carries 0.80; number 4, H, carries 0.23; number 5, C, carries 0.71; number 6, N, carries -0.43; number 7, N, carries -0.53; number 8, C, carries 0.70; number 9, H, carries 0.23; number 10, C, carries -0.22; number 11, C, carries -0.41; number 12, H, carries 0.20; number 13, C, carries 0.12; number 14, H, carries 0.24; number 15, H, carries 0.22; number 16, C, carries -0.21; number 17, H, carries 0.21; number 18, H, carries 0.21; number 19, H, carries 0.22; number 20, C, carries -0.23; number 21, C, carries -0.22; number 22, C, carries 0.32; number 23, O, carries -0.56; number 24, H, carries 0.21; number 25, O, carries -0.49; number 26, H, carries 0.21; number 27, H, carries 0.23; number 28, H, carries 0.22; number 29, C, carries -0.02; number 30, C, carries -0.17; number 31, H, carries 0.51; number 32, O, carries -0.69; number 33, O, carries -0.66; number 34, H, carries 0.19; number 35, C, carries -0.14; number 36, C, carries -0.21; number 37, O, carries -0.64; number 38, H, carries 0.26; number 39, C, carries -0.22; number 40, H, carries 0.22; number 41, H, carries 0.20; number 42, H, carries 0.25; number 43, C, carries 0.82; number 44, H, carries 0.22; number 45, C, carries -0.19; number 46, H, carries 0.42; number 47, H, carries 0.23; number 48, C, carries -0.16; number 49, C, carries -0.05; number 50, C, carries -0.12; number 51, C, carries -0.23; number 52, H, carries 0.21; number 53, H, carries 0.22; number 54, C, carries -0.40; number 55, C, carries -0.27; number 56, N, carries -0.40; number 57, H, carries 0.23; number 58, C, carries -0.14; number 59, H, carries 0.17; number 60, C, carries -0.24; number 61, N, carries -0.52; number 62, H, carries 0.20; number 63, C, carries -0.21; number 64, C, carries -0.41; number 65, O, carries -0.61; number 66, C, carries -0.19; number 67, C, carries 0.26; number 68, H, carries 0.22; number 69, H, carries 0.22; number 70, C, carries 0.23


Here is C60H57O5P2RuSSi2 as an isolated structure from the OMol25 dataset. Energies are from ωB97M-V/def2-TZVPD.

As for the expectation value of S²: 8.799. For the LUMO energy (alpha / beta), the calculation gives 0.2943 / 0.0082 eV. The HOMO energy (alpha / beta) comes out at -4.8429 / -7.7487 eV. As for the orbital gap (alpha / beta): 5.137 / 7.757 eV. The spin multiplicity is 6. For the largest force on an atom, the calculation gives 1.04 eV/Å.

Cartesian coordinates (Å):
C: -0.59 -3.88 -4.66
P: -1.98 -0.61 -1.65
H: -1.40 0.92 4.66
Si: 1.15 2.59 -1.10
C: -0.12 3.52 5.09
C: 3.98 2.88 3.96
H: 0.79 6.78 4.92
C: -1.42 -1.86 -2.90
C: 1.73 -0.45 -3.58
C: -0.68 4.44 2.95
O: -0.31 0.82 2.33
C: -4.89 -2.00 0.86
H: 1.74 0.56 -5.46
C: 1.82 2.93 -2.81
C: 0.39 5.82 4.61
Ru: -0.14 -0.52 0.08
S: -0.95 -3.33 -0.65
C: 5.54 0.43 0.68
C: -0.03 -2.00 2.82
C: -4.02 0.99 3.19
C: 1.86 -6.08 0.13
H: -3.83 0.43 4.10
H: -6.56 1.69 1.06
C: 3.06 -4.06 -0.38
H: 0.15 -4.14 2.79
C: 2.90 0.79 4.14
H: -1.47 3.38 -4.46
C: 0.88 -1.06 3.34
C: -0.25 -3.35 3.43
O: -1.96 -4.37 -0.29
H: 3.68 -0.81 5.33
C: -4.54 2.39 0.85
C: 3.59 -0.97 0.96
H: 0.19 4.75 -0.28
H: 3.99 2.84 2.87
C: 0.87 0.31 2.95
C: 3.06 -5.41 -0.03
H: 2.37 3.64 0.82
C: -4.01 0.97 -2.82
H: -5.92 -3.63 -1.93
C: -5.31 1.00 2.65
H: -1.09 4.35 1.95
C: -1.40 -1.64 -4.27
H: -0.30 -5.92 0.04
H: 2.71 1.90 0.65
C: -4.23 -2.32 -1.82
H: 4.00 -5.92 0.14
O: -0.74 -1.79 1.72
C: 0.40 4.75 5.49
H: -1.72 -0.68 -4.67
C: 0.66 -5.43 -0.08
H: -0.09 2.68 5.78
H: 0.82 4.86 6.48
H: 3.12 3.48 4.28
C: 2.89 -0.52 4.64
H: -5.13 -1.88 1.91
Si: -1.32 1.67 3.39
C: 3.33 -0.87 -0.41
H: -0.99 3.42 -0.23
C: -3.55 2.91 -4.19
C: 4.70 -0.33 1.50
H: -0.17 6.51 2.65
C: -2.98 1.70 2.58
C: 2.05 -1.62 -2.88
C: 1.92 -1.40 4.26
H: -2.49 2.95 0.88
C: 0.67 -4.09 -0.45
C: 1.87 -3.38 -0.59
H: 1.86 -7.13 0.42
H: 4.90 -0.41 2.56
C: -3.79 -1.33 0.33
C: -0.67 3.34 3.82
H: -5.52 2.20 -3.72
C: -2.19 2.71 -4.01
C: 1.86 1.21 3.32
H: 0.18 -3.46 4.43
O: 3.95 1.58 4.52
H: -0.27 -5.07 -2.89
C: 2.51 -1.44 -5.63
H: -3.91 3.74 -4.78
H: -3.96 -2.46 -2.86
H: 2.93 -1.52 1.62
H: -0.28 -4.67 -5.34
O: 0.50 1.08 -1.07
C: -0.15 5.67 3.34
C: -0.18 3.87 -0.81
P: 1.80 -1.61 -1.07
H: 1.96 -2.41 4.65
C: 5.27 0.54 -0.67
H: -0.62 4.20 -1.76
H: 3.49 3.05 -0.43
C: -0.59 -4.12 -3.29
C: -3.27 2.40 1.40
H: 1.96 4.01 -2.96
H: 1.14 2.57 -3.60
C: -5.56 1.69 1.48
C: -5.33 -2.98 -1.30
C: -3.45 -1.48 -1.01
H: -4.73 0.31 -2.36
H: -0.68 1.50 -3.06
C: -4.46 2.04 -3.59
H: 2.79 -3.64 -3.07
H: -1.33 -3.52 3.51
C: 2.57 -2.71 -3.58
H: 4.89 3.36 4.31
C: -5.66 -2.81 0.04
H: 2.70 -1.36 -6.70
H: 3.97 -0.01 -2.27
C: -0.98 -3.10 -2.43
C: 4.17 -0.11 -1.22
C: 2.80 -2.61 -4.95
C: -2.65 0.76 -2.64
H: 2.80 2.44 -2.95
C: 1.97 -0.36 -4.94
H: -0.95 -2.45 -6.21
H: -6.51 -3.34 0.46
H: 6.40 0.93 1.11
H: 5.91 1.13 -1.31
H: -6.10 0.45 3.15
C: -0.97 -2.64 -5.14
C: 2.56 2.83 0.09
H: -4.74 2.93 -0.07
H: 3.21 -3.47 -5.48
H: 1.77 2.24 3.00
C: -1.74 1.65 -3.23
H: -3.17 -0.72 0.99
H: 1.29 0.37 -3.03
H: 4.00 -3.53 -0.48

Atomic partial charges in e from the Löwdin method, atoms 1 to 99: number 1, C, carries -0.07; number 2, P, carries 1.04; number 3, H, carries 0.05; number 4, Si, carries 0.26; number 5, C, carries -0.11; number 6, C, carries -0.07; number 7, H, carries 0.10; number 8, C, carries -0.35; number 9, C, carries -0.11; number 10, C, carries -0.08; number 11, O, carries -0.24; number 12, C, carries -0.06; number 13, H, carries 0.11; number 14, C, carries -0.17; number 15, C, carries -0.09; number 16, Ru, carries 1.04; number 17, S, carries 0.90; number 18, C, carries -0.08; number 19, C, carries -0.40; number 20, C, carries -0.11; number 21, C, carries -0.06; number 22, H, carries 0.10; number 23, H, carries 0.10; number 24, C, carries -0.08; number 25, H, carries 0.08; number 26, C, carries -0.30; number 27, H, carries 0.11; number 28, C, carries -0.17; number 29, C, carries -0.02; number 30, O, carries -0.45; number 31, H, carries 0.12; number 32, C, carries -0.08; number 33, C, carries -0.09; number 34, H, carries 0.03; number 35, H, carries 0.08; number 36, C, carries -0.27; number 37, C, carries -0.07; number 38, H, carries 0.03; number 39, C, carries -0.07; number 40, H, carries 0.10; number 41, C, carries -0.10; number 42, H, carries 0.08; number 43, C, carries -0.07; number 44, H, carries 0.11; number 45, H, carries 0.01; number 46, C, carries -0.09; number 47, H, carries 0.11; number 48, O, carries -0.30; number 49, C, carries -0.09; number 50, H, carries 0.11; number 51, C, carries -0.07; number 52, H, carries 0.10; number 53, H, carries 0.10; number 54, H, carries 0.09; number 55, C, carries -0.03; number 56, H, carries 0.10; number 57, Si, carries 0.67; number 58, C, carries -0.35; number 59, H, carries 0.00; number 60, C, carries -0.08; number 61, C, carries -0.06; number 62, H, carries 0.10; number 63, C, carries -0.25; number 64, C, carries -0.34; number 65, C, carries -0.03; number 66, H, carries 0.07; number 67, C, carries -0.37; number 68, C, carries -0.34; number 69, H, carries 0.11; number 70, H, carries 0.10; number 71, C, carries -0.09; number 72, C, carries -0.26; number 73, H, carries 0.10; number 74, C, carries -0.08; number 75, C, carries 0.01; number 76, H, carries 0.07; number 77, O, carries -0.09; number 78, H, carries 0.12; number 79, C, carries -0.08; number 80, H, carries 0.10; number 81, H, carries 0.11; number 82, H, carries 0.10; number 83, H, carries 0.11; number 84, O, carries -0.57; number 85, C, carries -0.08; number 86, C, carries -0.15; number 87, P, carries 1.05; number 88, H, carries 0.10; number 89, C, carries -0.08; number 90, H, carries 0.03; number 91, H, carries 0.03; number 92, C, carries -0.06; number 93, C, carries -0.08; number 94, H, carries 0.04; number 95, H, carries 0.01; number 96, C, carries -0.08; number 97, C, carries -0.07; number 98, C, carries -0.39; number 99, H, carries 0.10


Here is a 2-piece molecular cluster, C4H14N overall from the OMol25 dataset. Energies are from ωB97M-V/def2-TZVPD.

Its net charge is +1. For the LUMO energy, the calculation gives -3.7188 eV. The HOMO energy comes out at -14.2214 eV. As for the orbital gap: 10.503 eV. For the largest force on an atom, the calculation gives 1.58 eV/Å.

Cartesian coordinates (Å):
H: -0.51 -3.21 -0.54
C: 1.19 2.36 -1.08
H: 1.49 4.43 -1.66
N: -1.14 -1.80 0.89
H: -2.03 -2.29 1.01
H: 0.42 1.79 -0.55
H: -1.41 -0.82 0.86
C: 0.68 3.70 -1.56
H: 0.12 -3.09 1.92
H: 0.49 -1.37 2.15
H: 1.73 1.77 -1.81
H: 0.59 -1.90 -0.28
C: -0.46 -2.15 -0.40
H: 0.18 3.60 -2.52
H: 1.94 2.50 -0.27
H: -0.95 -2.08 2.98
H: -0.94 -1.62 -1.21
C: -0.30 -2.11 2.12
H: -0.02 4.14 -0.87

Partial charges, natural (NBO), in e: number 1, H, carries 0.24; number 2, C, carries -0.61; number 3, H, carries 0.22; number 4, N, carries -0.49; number 5, H, carries 0.44; number 6, H, carries 0.17; number 7, H, carries 0.44; number 8, C, carries -0.61; number 9, H, carries 0.23; number 10, H, carries 0.24; number 11, H, carries 0.21; number 12, H, carries 0.24; number 13, C, carries -0.42; number 14, H, carries 0.21; number 15, H, carries 0.21; number 16, H, carries 0.24; number 17, H, carries 0.25; number 18, C, carries -0.41; number 19, H, carries 0.21